Entry 1:
Computed, not measured: a structure of composition C21H56CrF8NO25PS9 at a distorted geometry, with ωB97M-V/def2-TZVPD.

Charge: +1
LUMO (alpha / beta), eV: -7.61 / -6.06
2S+1: 4
Orbital gap (alpha / beta), eV: 3.954 / 5.503
Calculated total energy, hartree: -8537.56726

Positions of all 122 atoms, in Å:
Cr1 16.987408 36.722823 -17.121892
P1 17.322992 32.561850 -17.629329
F1 18.149032 32.902946 -19.022161
F2 15.924577 32.619065 -18.513055
F3 17.255422 30.939942 -17.749858
F4 16.507760 32.274018 -16.277747
F5 18.775138 32.404867 -16.868487
F6 17.222658 34.193404 -17.353378
N1 16.731422 36.556498 -19.028410
S1 15.548340 36.162639 -19.990285
O1 15.772202 35.189556 -21.114892
O2 14.497065 37.146415 -20.133875
F7 14.910563 35.152046 -18.879196
S2 17.563781 37.225784 -20.446161
O3 16.914695 38.392949 -21.034682
O4 18.240546 36.251480 -21.256722
F8 18.792196 37.902051 -19.662301
O5 18.934903 36.116703 -17.469689
S3 20.363723 35.874298 -17.539926
O6 21.243786 36.957688 -17.281091
O7 20.750137 34.570412 -16.596259
C1 22.058439 34.058535 -16.606077
C2 22.246258 33.200266 -15.387386
C3 20.845985 35.099293 -19.148114
H1 22.837042 34.810366 -16.735121
H2 22.123453 33.486513 -17.531641
H3 22.030827 33.727373 -14.457943
H4 23.262196 32.815093 -15.474634
H5 21.503007 32.406501 -15.462309
H6 21.929233 35.007573 -19.227282
H7 20.459084 35.839219 -19.848769
H8 20.282863 34.179894 -19.308423
O8 10.557127 34.715240 -21.647858
S4 11.646067 35.359952 -20.946106
O9 12.333654 34.784127 -19.809904
O10 12.806165 35.600452 -22.044909
C4 12.535243 36.299254 -23.293735
C5 12.830607 35.375542 -24.523939
C6 11.174535 37.102335 -20.524528
H9 13.095338 37.234085 -23.271989
H10 11.482353 36.579541 -23.324529
H11 13.910124 35.224863 -24.518106
H12 12.467791 35.748940 -25.481556
H13 12.406498 34.377070 -24.417731
H14 12.144949 37.589186 -20.427727
H15 10.459363 36.953221 -19.715575
H16 10.564119 37.570325 -21.296851
O11 15.212281 35.879574 -16.502728
S5 13.860017 35.594230 -16.073888
O12 13.383744 35.861242 -14.703263
O13 12.803263 36.271099 -17.193990
C7 11.438366 36.212141 -16.898861
C8 10.758720 37.493015 -16.388722
C9 13.558854 33.813289 -16.622871
H17 11.128208 35.382142 -16.264036
H18 10.998820 36.007383 -17.875058
H19 10.566886 37.481473 -15.315799
H20 9.729465 37.433077 -16.742447
H21 11.158577 38.478963 -16.625658
H22 13.648992 33.681347 -17.701097
H23 12.597425 33.587182 -16.161758
H24 14.350511 33.186837 -16.211854
O14 18.948030 30.666435 -22.269978
S6 17.949843 31.281342 -23.149818
O15 18.061758 31.344143 -24.607727
O16 16.485447 30.539492 -22.907788
C10 16.433850 29.119674 -22.903672
C11 15.201552 28.816968 -21.991181
C12 17.353325 32.947160 -22.489071
H25 17.335871 28.624377 -22.544317
H26 16.251552 28.629345 -23.859938
H27 14.794519 27.823595 -22.179990
H28 14.395179 29.519237 -22.202518
H29 15.425439 28.947569 -20.932442
H30 16.779108 33.333284 -23.331250
H31 18.188443 33.616266 -22.281735
H32 16.821021 32.670520 -21.579001
O17 18.080087 40.847214 -15.955736
S7 18.443334 39.878088 -17.005572
O18 18.043894 38.469444 -16.924740
O19 18.000183 40.416010 -18.438567
C13 18.186232 41.768821 -18.760510
C14 18.402579 41.907358 -20.262881
C15 20.280410 39.944681 -17.256641
H33 19.046063 42.139016 -18.202165
H34 17.360055 42.391742 -18.417728
H35 19.185602 41.205275 -20.549323
H36 18.670892 42.950974 -20.427137
H37 17.566597 41.698462 -20.930419
H38 20.553683 40.961955 -17.536973
H39 20.447810 39.295297 -18.115937
H40 20.748058 39.603706 -16.332983
O20 18.817870 40.287996 -26.374000
S8 19.777794 41.015365 -25.572222
O21 19.763149 42.439547 -25.298917
O22 19.790071 40.286388 -24.085306
C16 19.453146 38.888372 -24.047869
C17 20.302461 38.154175 -23.038577
C18 21.589787 40.575220 -25.974830
H41 19.632798 38.341552 -24.973510
H42 18.369843 38.785496 -23.984758
H43 20.080770 37.098585 -22.881493
H44 20.231334 38.471672 -21.998268
H45 21.325284 38.269366 -23.397276
H46 21.545124 39.487489 -26.029079
H47 22.232199 40.966398 -25.185915
H48 21.790726 40.877451 -27.002640
O23 15.475794 38.342490 -17.526505
S9 14.619855 39.513272 -17.577330
O24 13.224437 39.447126 -17.163990
O25 15.401909 40.744123 -16.734937
C19 14.745368 41.888699 -16.253286
C20 15.694365 42.664808 -15.273274
C21 14.577499 40.285095 -19.316586
H49 13.835158 41.610752 -15.721899
H50 14.400732 42.445477 -17.124680
H51 16.075964 42.077961 -14.437759
H52 15.249828 43.624157 -15.008442
H53 16.584334 43.015388 -15.795918
H54 13.936897 39.667055 -19.945676
H55 15.628339 40.281270 -19.606097
H56 14.128604 41.275632 -19.242907

Cartesian forces (eV/Å) of the 2 atoms listed first:
0.04 0.56 -1.11
-0.24 -3.33 -0.91



Entry 2:
Computed, not measured: an isolated molecule of CH4OS at a distorted geometry, with ωB97M-V/def2-TZVPD.

Charge: 0
Structure (SMILES): COS
LUMO, eV: 0.82
2S+1: 1
Orbital gap, eV: 9.316
Calculated total energy, hartree: -513.85490

Positions of all 7 atoms, in Å:
C1 0.890236 -0.160158 -0.216641
O1 -0.323956 -0.190992 0.491696
S1 -1.774050 0.381754 -0.019215
H1 0.797113 -0.201955 -1.362784
H2 1.526202 -0.916261 0.184673
H3 1.369040 0.870266 -0.185102
H4 -2.484585 0.217343 1.107373

Cartesian forces (eV/Å) of the 2 atoms listed first:
-0.37 2.93 -2.75
0.31 -1.03 1.43



Entry 3:
Computed, not measured: a cluster of 2 separate species, C2H3NO3 in total at a distorted geometry, with ωB97M-V/def2-TZVPD.

Charge: 0
LUMO, eV: 0.55
2S+1: 1
Orbital gap, eV: 10.670
Calculated total energy, hartree: -358.46779

Positions of all 9 atoms, in Å:
C1 -1.802622 -1.516110 -1.179546
C2 0.432668 0.215744 -0.102323
N1 -0.697880 0.484964 0.427691
O1 0.932387 0.476864 -1.315703
O2 1.310795 -0.137276 0.797474
O3 -1.741791 -2.416844 -0.493962
H1 0.339461 0.905840 -1.901844
H2 0.687998 -0.102887 1.545084
H3 -1.394933 0.791128 -0.222080

Cartesian forces (eV/Å) of the 2 atoms listed first:
-0.05 -1.12 0.56
-1.23 2.44 0.28



Entry 4:
Computed, not measured: a structure of composition C6H6O5SSc at a distorted geometry, with ωB97M-V/def2-TZVPD.

Charge: +3
LUMO, eV: -15.08
2S+1: 1
Orbital gap, eV: 7.760
Calculated total energy, hartree: -1766.13837

Positions of all 19 atoms, in Å:
Sc1 -0.007908 0.424943 -0.287462
O1 0.029657 3.612633 -1.908902
C1 0.021555 2.496910 -1.636288
C2 1.755190 -0.834536 0.498500
O2 2.708189 -1.444927 0.778021
C3 -1.805678 -0.832764 0.516576
O3 -2.773334 -1.433749 0.742506
C4 -0.000797 -0.934007 -1.992831
O4 0.000159 -1.664423 -2.890228
C5 -0.022285 3.660378 2.804709
S1 0.950248 2.289549 2.132289
C6 0.445217 0.975915 3.285471
O5 -0.023130 2.023376 0.905895
H1 0.370939 4.034636 3.783994
H2 -1.079653 3.343678 2.878281
H3 0.049345 4.439258 2.038474
H4 -0.650853 0.762944 3.214900
H5 1.011963 0.048240 3.102853
H6 0.689875 1.299548 4.306943

Cartesian forces (eV/Å) of the 2 atoms listed first:
-0.67 4.05 1.87
-0.02 -4.61 0.97



Entry 5:
Computed, not measured: a cluster of 2 separate species, CH3NO2 in total at a distorted geometry, with ωB97M-V/def2-TZVPD.

Charge: 0
LUMO (alpha / beta), eV: -2.21 / -2.10
2S+1: 1
Orbital gap (alpha / beta), eV: 7.227 / 7.493
Calculated total energy, hartree: -244.84014

Positions of all 7 atoms, in Å:
C1 0.430300 -0.270273 0.276893
N1 -0.194936 0.398976 -0.791866
O1 -2.135481 0.629591 0.708257
O2 0.397127 0.699605 -1.775878
H1 1.418356 -0.082265 0.435706
H2 -0.328368 -0.022373 1.059313
H3 0.413003 -1.353260 0.087575

Cartesian forces (eV/Å) of the 2 atoms listed first:
-2.64 -1.52 1.01
-1.58 0.75 -1.65



Entry 6:
Computed, not measured: a structure of composition C38H42F9GaN8O2P at a distorted geometry, with ωB97M-V/def2-TZVPD.

Charge: -1
LUMO, eV: 1.87
2S+1: 1
Orbital gap, eV: 6.609
Calculated total energy, hartree: -5226.58398

Positions of all 101 atoms, in Å:
C1 -2.946902 0.029891 1.723607
C2 -3.273826 0.186353 0.246079
C3 -3.838333 1.560287 -0.080047
N1 -3.030959 -0.672289 -0.656006
Ga1 -3.034266 -2.545841 -0.241419
C4 -3.906601 -3.467198 -1.813424
O1 -3.690692 -4.865619 -1.750376
O2 -4.176794 -5.487131 -2.965659
P1 -4.254148 -3.164563 1.693472
N2 -4.859225 -4.647119 1.687064
C5 -1.026429 -3.080904 -0.029339
F1 -0.546172 -2.492048 1.141257
F2 -0.265927 -2.526857 -1.052949
C6 -0.684083 -4.587708 0.063567
F3 0.280847 -4.821820 1.009075
F4 -1.783083 -5.286404 0.441920
C7 -0.131111 -5.206064 -1.252026
F5 1.169216 -4.824183 -1.394684
F6 -0.807761 -4.790073 -2.340727
C8 -0.140230 -6.761156 -1.279340
F7 0.293159 -7.290240 -0.139604
F8 0.683254 -7.172483 -2.260645
F9 -1.348539 -7.224243 -1.541211
H1 -3.880411 -0.127460 2.285186
H2 -2.508431 0.950742 2.122302
H3 -2.297490 -0.825563 1.917334
H4 -2.998031 2.255048 -0.191877
H5 -4.459584 1.950979 0.731226
H6 -4.368864 1.541433 -1.034288
H7 -4.985002 -3.262354 -1.751393
H8 -3.525360 -3.050949 -2.757161
H9 -3.587348 -5.107458 -3.637028
H10 -3.415111 -2.982366 2.825179
H11 -5.289007 -2.226674 1.947254
H12 -4.631548 -5.102776 0.808221
N3 4.245302 0.195806 1.073874
C9 3.001932 -0.169346 1.387176
C10 2.326291 -1.223289 0.792152
C11 2.977718 -1.941648 -0.196828
C12 4.272267 -1.578842 -0.537345
C13 4.858208 -0.510561 0.124295
H13 2.519181 0.421067 2.160623
H14 1.319682 -1.472184 1.090971
H15 2.481940 -2.766569 -0.690639
H16 4.818785 -2.111925 -1.303900
H17 5.869832 -0.199347 -0.116798
N4 2.337353 -5.959969 -6.048238
C14 2.223457 -6.319082 -4.769453
C15 3.311447 -6.607794 -3.957254
C16 4.582046 -6.525088 -4.501322
C17 4.715426 -6.155660 -5.830504
C18 3.565355 -5.883928 -6.555511
H18 1.214548 -6.365956 -4.384174
H19 3.160057 -6.886600 -2.924038
H20 5.454823 -6.742621 -3.898561
H21 5.688331 -6.077231 -6.296956
H22 3.628086 -5.587848 -7.597527
N5 -2.382467 4.633983 -0.172261
C19 -3.267736 5.471421 0.360742
C20 -2.990281 6.801341 0.643507
C21 -1.720388 7.281831 0.360421
C22 -0.788259 6.421098 -0.195705
C23 -1.170333 5.110243 -0.444690
H23 -4.244736 5.049672 0.572717
H24 -3.746480 7.439793 1.080335
H25 -1.460997 8.311897 0.572788
H26 0.213748 6.753223 -0.430538
H27 -0.473574 4.401271 -0.878797
N6 6.272546 -0.932222 4.951895
C24 6.203577 -0.413408 6.176000
C25 5.537902 0.765011 6.474191
C26 4.912835 1.445643 5.440494
C27 4.975155 0.923096 4.159109
C28 5.662046 -0.268854 3.969713
H28 6.707756 -0.974340 6.956142
H29 5.512638 1.137615 7.489602
H30 4.384897 2.372368 5.631167
H31 4.505013 1.415629 3.319883
H32 5.726322 -0.712099 2.984794
N7 -3.192550 6.034889 -4.481495
C29 -3.040838 6.440028 -3.221818
C30 -3.158466 7.766201 -2.824775
C31 -3.452666 8.717092 -3.788659
C32 -3.612630 8.309623 -5.103351
C33 -3.472102 6.961387 -5.394605
H33 -2.819018 5.663797 -2.501292
H34 -3.028393 8.038050 -1.789668
H35 -3.555016 9.761221 -3.519744
H36 -3.841334 9.018534 -5.887718
H37 -3.591548 6.601140 -6.410914
N8 -0.494714 2.233957 3.210599
C34 0.277518 1.357036 3.846539
C35 1.280717 1.721078 4.733882
C36 1.491711 3.069986 4.970258
C37 0.694537 3.994717 4.313417
C38 -0.282352 3.525680 3.446902
H38 0.080158 0.312134 3.629880
H39 1.878068 0.963254 5.223517
H40 2.264778 3.395926 5.655057
H41 0.825229 5.057572 4.466738
H42 -0.927549 4.215910 2.912155

Cartesian forces (eV/Å) of the 2 atoms listed first:
-0.56 -0.04 0.24
0.46 -0.20 -0.25



Entry 7:
Computed, not measured: a structure of composition C33H40MgN4P2 at a distorted geometry, with ωB97M-V/def2-TZVPD.

Charge: 0
LUMO, eV: 0.11
2S+1: 1
Orbital gap, eV: 6.011
Calculated total energy, hartree: -2383.07098

Positions of all 80 atoms, in Å:
Mg1 1.577453 -1.503536 0.211190
C1 0.946391 4.946753 -0.685942
C2 -0.135733 4.544217 -0.011732
C3 -1.531270 4.573800 -0.559349
C4 -1.707500 4.015385 -1.984887
C5 -0.829899 2.865828 -2.371723
C6 0.416147 2.991733 -2.843291
C7 0.978005 4.346385 -3.206710
C8 0.932229 5.431846 -2.104222
C9 2.014478 -3.524278 -0.489411
H1 1.914777 5.050265 -0.189284
H2 -0.088151 4.359656 1.065762
H3 -1.866374 5.625524 -0.565126
H4 -2.189880 4.031093 0.137108
H5 -2.749614 3.678161 -2.077726
H6 -1.542396 4.825762 -2.699409
H7 -1.361228 1.917216 -2.396331
H8 1.023051 2.134396 -3.156404
H9 0.401180 4.735263 -4.062201
H10 2.016534 4.233003 -3.546607
H11 1.815528 6.076139 -2.239080
H12 0.026756 6.037720 -2.243048
H13 2.758827 -4.047946 0.143185
H14 2.256478 -3.564932 -1.568943
H15 1.003301 -3.940908 -0.271214
P1 -0.511697 -1.487617 -1.186993
P2 -0.358088 -0.499211 1.839774
N1 -0.019338 -1.170384 -2.867778
N2 -1.791929 -2.617201 -1.535102
N3 0.972181 0.646525 1.400678
N4 -0.599103 0.016329 3.531646
C10 -1.392940 0.021242 -0.734895
C11 -1.644603 0.254797 0.778611
C12 1.302834 -1.299687 -3.316350
C13 1.324558 -0.987562 -4.671660
C14 -0.018243 -0.706855 -5.073970
C15 -0.825041 -0.786314 -3.942635
C16 -1.576632 -3.913119 -2.047409
C17 -2.809984 -4.535812 -2.195262
C18 -3.819068 -3.607300 -1.764900
C19 -3.171794 -2.440716 -1.377870
C20 2.351068 0.363424 1.141623
C21 2.999547 1.583136 0.971181
C22 2.060338 2.613792 1.170054
C23 0.822246 2.015921 1.381895
C24 -0.700077 1.208988 4.257584
C25 -0.927843 0.881831 5.600183
C26 -0.960324 -0.543395 5.697439
C27 -0.741761 -1.056221 4.432939
H16 -2.335239 0.035321 -1.300352
H17 -0.783340 0.858325 -1.096221
H18 -1.763695 1.326398 0.984436
H19 -2.587806 -0.230319 1.065891
H20 2.092104 -1.608245 -2.636335
H21 2.193883 -0.955587 -5.302997
H22 -0.365751 -0.464760 -6.060343
H23 -1.885363 -0.611548 -3.792018
H24 -0.572331 -4.265588 -2.249500
H25 -2.979024 -5.535348 -2.573906
H26 -4.889256 -3.764250 -1.756871
H27 -3.560743 -1.506043 -0.993120
H28 2.822931 -0.599492 1.421539
H29 4.054871 1.708446 0.767530
H30 2.253341 3.679522 1.202587
H31 -0.160556 2.442246 1.538626
H32 -0.589516 2.171345 3.764822
H33 -1.084367 1.571236 6.411452
H34 -1.118292 -1.142004 6.580248
H35 -0.671752 -2.071046 4.054981
C28 1.450831 -4.840513 4.208858
C29 0.455467 -4.912920 3.224533
C30 0.438946 -3.985413 2.147689
C31 1.408077 -3.002528 2.059604
C32 2.430381 -2.945813 2.979793
C33 2.439617 -3.853029 4.082734
H36 1.438119 -5.519397 5.076506
H37 -0.324166 -5.675642 3.298290
H38 -0.328961 -4.093340 1.380775
H39 3.256322 -2.232878 2.891306
H40 3.221873 -3.770269 4.846080

Cartesian forces (eV/Å) of the 2 atoms listed first:
0.56 -3.58 0.50
-0.12 0.12 0.46



Entry 8:
Computed, not measured: a structure of composition C5H3FeO3 at a distorted geometry, with ωB97M-V/def2-TZVPD.

Charge: +1
LUMO (alpha / beta), eV: -6.58 / -6.79
2S+1: 5
Orbital gap (alpha / beta), eV: 5.773 / 5.538
Calculated total energy, hartree: -1681.30862

Positions of all 12 atoms, in Å:
C1 0.720765 0.877123 -0.242594
C2 2.002530 0.987829 -0.172593
O1 3.172876 1.021597 -0.102286
C3 -0.615460 1.484501 -0.496002
C4 -0.497952 0.367341 0.488755
O2 -0.927271 -0.899157 0.241362
C5 0.223314 -2.841104 1.146640
O3 -0.278112 -3.313117 0.196247
Fe1 -1.393516 -2.092012 -1.017758
H1 -0.791419 2.496052 -0.122141
H2 -1.067354 1.274123 -1.469298
H3 -0.548400 0.636823 1.549668

Cartesian forces (eV/Å) of the 2 atoms listed first:
-0.96 -0.32 -0.03
1.98 0.10 0.43